1.
Molecular formula: C37H33BFN5O7OsS
Method: DFT, ωB97M-V with the def2-TZVPD basis set

## Properties
Frontier orbital gap (alpha / beta) = 6.538 / 6.946 eV
Total charge = +2
HOMO energy (alpha / beta) = -11.48 / -11.96 eV
Expectation value of S² = 6.02
Spin multiplicity = 5
Energy relative to the best compared isomer or geometry (same formula, charge and spin) = 15.0 kcal/mol

Cartesian coordinates (Å):
Os -0.58998 0.08921 -0.16887
O -2.21189 1.32312 3.61625
S -1.12653 1.44352 2.70929
O -0.33340 0.06371 2.59726
N -1.48095 1.62554 1.18571
C -2.59331 2.28192 0.68374
C -3.13548 3.44969 1.17844
C -4.20017 4.06561 0.50977
C -4.71861 3.53785 -0.64446
C -4.20342 2.33712 -1.17339
C -4.67719 1.72789 -2.35350
C -4.13683 0.52858 -2.75138
C -3.13803 -0.06931 -1.97634
N -2.63104 0.49734 -0.89017
C -3.14454 1.69344 -0.48620
C 0.04809 2.65680 3.24086
C 0.69950 3.38388 2.26196
C 1.65299 4.30998 2.65236
C 1.94723 4.46644 3.99932
C 1.29099 3.71934 4.96631
C 0.31776 2.80986 4.58894
H -2.71981 3.88574 2.07349
H -4.59327 4.98464 0.91382
H -5.52854 4.03386 -1.15302
H -5.46466 2.20868 -2.91313
H -4.49180 0.02935 -3.63892
H -2.74786 -1.04926 -2.22436
H 0.44905 3.21362 1.22304
H 2.16249 4.90137 1.90742
H 2.69586 5.18221 4.29655
H 1.53825 3.84268 6.00902
H -0.22505 2.22718 5.31596
C 2.62043 -4.76548 -5.28648
C 3.07556 -3.30911 -5.23265
N 2.18408 -2.46407 -4.45205
C 2.41603 -2.34255 -3.12475
C 1.71960 -1.51378 -2.29088
C 2.01434 -1.59371 -0.79077
O 2.99594 -2.20241 -0.42727
O 1.16026 -1.02679 -0.01160
C 0.74002 -0.63293 -2.83899
O 0.16959 0.31330 -2.20769
C 0.40231 -0.87174 -4.22807
C -0.65411 -0.15994 -4.79997
C -1.03926 -0.39750 -6.09351
F -2.07636 0.32174 -6.58022
C -0.40966 -1.36621 -6.88823
C 0.66965 -2.05095 -6.32255
C 1.10933 -1.81132 -5.01455
N -0.86854 -1.73365 -8.16159
C 0.05262 -1.85686 -9.27132
C -0.31262 -3.13215 -10.05381
N -1.77221 -3.38051 -9.88566
C -2.52605 -2.10336 -9.90337
C -2.19187 -1.32870 -8.61717
H 3.31181 -5.33441 -5.90208
H 1.62087 -4.86012 -5.70345
H 2.61816 -5.19959 -4.29055
H 3.16567 -2.89055 -6.23725
H 4.06253 -3.26721 -4.76908
H 3.21565 -2.93716 -2.70479
H -1.17034 0.57539 -4.20424
H 1.14190 -2.81116 -6.92362
H 1.08229 -1.90584 -8.92326
H -0.01888 -0.98133 -9.92959
H 0.22987 -4.00088 -9.68200
H -0.08539 -3.01075 -11.11288
H -1.92629 -3.81895 -8.96929
H -2.10868 -4.02369 -10.60874
H -3.59670 -2.30087 -9.95706
H -2.23664 -1.55228 -10.79980
H -2.91143 -1.57650 -7.83177
H -2.26899 -0.25250 -8.82370
O 1.10089 -1.51353 3.78840
B 0.82869 -0.29272 3.26115
O 1.83020 0.62035 3.48128
C 2.79049 -0.07382 4.18178
C 3.99073 0.38126 4.68051
C 4.77070 -0.54673 5.35353
C 4.33922 -1.85406 5.53898
C 3.10935 -2.29987 5.06854
C 2.34808 -1.38637 4.36786
H 4.29763 1.40503 4.55300
H 5.72834 -0.23740 5.74373
H 4.97166 -2.54225 6.07822
H 2.76033 -3.30361 5.24867

Löwdin atomic charge list, values in e, 5 entries:
1. Os 1.50
2. O -0.19
3. S 0.83
4. O -0.05
5. N -0.28

2.
Molecular formula: C26H50IrP2Si
Method: DFT, ωB97M-V with the def2-TZVPD basis set

## Properties
Frontier orbital gap (alpha / beta) = 6.027 / 3.461 eV
Total charge = +1
HOMO energy (alpha / beta) = -9.25 / -9.16 eV
Expectation value of S² = 6.05
Spin multiplicity = 5
Energy relative to the best compared isomer or geometry (same formula, charge and spin) = 97.0 kcal/mol

Cartesian coordinates (Å):
Ir -0.33177 1.40831 -3.31851
C -0.92976 -1.63414 0.75462
C 0.31384 -1.77125 0.06518
C 0.68501 -0.53966 1.97772
C -0.69616 -0.84455 1.91599
C 1.30366 -1.11043 0.83898
C -2.22060 -2.16309 0.31005
H -2.11447 -3.13029 -0.20419
H -2.71914 -1.46769 -0.43032
H -2.92259 -2.26852 1.15685
C -1.75879 -0.31284 2.80103
H -2.55727 0.15698 2.21060
H -1.34163 0.44777 3.47286
H -2.23558 -1.07860 3.42376
C 1.37148 0.28189 2.98959
H 2.06666 -0.29360 3.61252
H 0.64556 0.75978 3.65222
H 1.95411 1.07214 2.50524
C 2.75932 -1.07696 0.55210
H 3.31947 -1.38464 1.44600
H 3.12566 -0.07738 0.26861
H 3.01077 -1.76996 -0.26340
C 0.55730 -2.58576 -1.13622
H 1.07514 -3.50772 -0.84548
H 1.18600 -2.08501 -1.88380
H -0.38240 -2.87697 -1.62858
C -1.48389 2.38280 -4.58635
C -1.86639 0.95592 -4.42130
C -1.37528 0.11141 -5.58106
C -0.01114 -0.61233 -5.25049
C 0.50444 -0.34284 -3.88506
C 1.34991 1.69726 -4.18155
C 0.93391 2.31482 -5.48953
C -0.51877 2.91636 -5.54039
H -1.21511 0.72870 -6.46568
H 0.74385 -0.40935 -6.03152
H -2.10093 -0.66479 -5.83151
H -0.88516 2.81744 -6.58907
H -2.30428 3.01838 -4.23992
H -2.86066 0.64085 -4.00814
H -0.45609 3.99142 -5.38668
H 1.60209 3.18213 -5.54598
H 2.13215 0.97882 -4.52493
H 1.10757 1.57618 -6.32347
H -0.12123 -1.69071 -5.19917
H 1.52970 -0.62232 -3.62986
P -3.57218 -0.83713 -2.14879
C -4.94634 0.17564 -2.79464
C -3.14972 -1.97323 -3.55297
P 3.39341 1.99353 -1.85795
C 1.81579 2.37332 -2.96966
C 4.06744 0.58597 -2.87969
C 4.40364 3.46481 -2.41411
H -4.99951 1.25432 -2.52817
H -5.79361 -0.35753 -2.36452
H -4.92664 0.08143 -3.90531
H -2.11806 -2.03014 -3.97791
H -3.77500 -1.63361 -4.39274
H -3.50472 -2.93851 -3.16114
H 4.55981 3.39282 -3.50488
H 5.37869 3.42827 -1.89225
H 3.87648 4.38845 -2.10072
H 1.67151 3.44749 -3.04238
H -0.04187 -0.40637 -2.93718
H 4.88043 0.10987 -2.30832
H 4.47874 0.94616 -3.83817
H 3.25340 -0.14054 -3.01601
C -2.51988 1.70149 -0.46363
Si -1.03060 2.51073 -1.38421
C -1.28934 4.29619 -1.89078
C 0.46834 2.33327 -0.18632
H -2.40610 1.95678 0.61106
H -3.50367 2.02555 -0.86945
H -2.47555 0.58755 -0.49358
H -1.38524 4.88479 -0.96719
H -0.44329 4.67753 -2.47558
H -2.18643 4.39412 -2.51522
H 1.17243 3.17389 -0.32178
H 1.02615 1.40344 -0.39869
H 0.08497 2.27572 0.85036

Löwdin atomic charge list, values in e, 5 entries:
1. Ir 1.22
2. C -0.18
3. C -0.22
4. C -0.22
5. C -0.20

3.
Molecular formula: C23H23N3O4S2
Method: DFT, ωB97M-V with the def2-TZVPD basis set

## Properties
Frontier orbital gap = 8.158 eV
HOMO energy = -7.71 eV
SMILES = COc1ccc(NC(=O)CSc2nc3c(c(=O)n2-c2ccc(C)cc2)SCC3)c(OC)c1
Energy relative to the best compared isomer or geometry (same formula, charge and spin) = 0.0 kcal/mol

Cartesian coordinates (Å):
C -0.28851 6.88441 -0.85930
O -0.48156 6.48460 0.47467
C -0.27141 5.18113 0.80956
C -0.49294 4.84753 2.14274
C -0.29999 3.55367 2.57995
C 0.11330 2.56489 1.69808
N 0.33023 1.23444 2.07569
C -0.09994 0.59729 3.18534
O -0.67505 1.10032 4.12472
C 0.21997 -0.89816 3.15143
S -0.73694 -1.76916 1.86311
C 0.32536 -1.60556 0.48049
N 1.45606 -0.97706 0.62542
C 2.25547 -0.88413 -0.45365
C 1.92223 -1.41397 -1.66564
C 0.67632 -2.10385 -1.87213
O 0.25642 -2.58550 -2.89875
N -0.08936 -2.16343 -0.68007
C -1.36139 -2.80911 -0.75398
C -2.52156 -2.05119 -0.71271
C -3.74864 -2.68195 -0.79610
C -3.83444 -4.06146 -0.93107
C -5.16107 -4.74640 -1.04069
C -2.65837 -4.80214 -0.98354
C -1.42544 -4.18638 -0.89721
S 3.10180 -1.13369 -2.92410
C 4.30700 -0.47196 -1.69098
C 3.54797 -0.12988 -0.41061
C 0.32697 2.89447 0.34914
O 0.71733 1.85879 -0.46670
C 0.83905 2.10110 -1.84846
C 0.13905 4.19718 -0.08665
H -0.51897 7.94826 -0.88353
H -0.96242 6.35546 -1.54149
H 0.74776 6.73427 -1.18053
H -0.81538 5.61939 2.82143
H -0.47859 3.29214 3.60905
H 0.81152 0.67180 1.37688
H 1.27407 -1.08089 2.94985
H -0.08358 -1.34901 4.09486
H -2.46050 -0.97740 -0.61739
H -4.65109 -2.08988 -0.76118
H -5.32009 -5.08755 -2.06354
H -5.19694 -5.61816 -0.39039
H -5.97143 -4.07345 -0.77356
H -2.71010 -5.87492 -1.09653
H -0.51500 -4.76365 -0.94602
H 4.79749 0.38835 -2.13901
H 5.04517 -1.25649 -1.52491
H 4.12369 -0.39401 0.47694
H 3.31896 0.93786 -0.35369
H 1.07877 1.14009 -2.30138
H 1.64416 2.81114 -2.06407
H -0.09822 2.47126 -2.27416
H 0.30718 4.44389 -1.12124

Löwdin atomic charge list, values in e, 5 entries:
1. C -0.09
2. O -0.08
3. C -0.27
4. C 0.00
5. C 0.01

4.
Molecular formula: C20H21BeBrN2OSi
Method: DFT, ωB97M-V with the def2-TZVPD basis set

## Properties
Frontier orbital gap = 4.443 eV
HOMO energy = -5.63 eV
Energy relative to the best compared isomer or geometry (same formula, charge and spin) = 8.3 kcal/mol

Cartesian coordinates (Å):
Be 0.66472 -1.41026 -0.66943
Br 6.44142 -3.01386 2.77027
C 4.98742 -2.74426 1.57237
C 5.20632 -2.88646 0.20687
C 4.16802 -2.62296 -0.66603
C 2.90662 -2.23496 -0.20783
O 1.97852 -1.91076 -1.10133
C 2.67562 -2.15606 1.19907
C 1.42092 -1.79436 1.74477
N 0.44252 -1.44916 0.93927
C -0.82338 -1.00226 1.25037
C -1.42758 -0.91226 2.50797
C -2.74398 -0.47056 2.56927
C -3.45158 -0.14436 1.43507
C -2.85798 -0.21486 0.15247
C -3.52488 0.02764 -1.06103
C -2.87138 -0.30016 -2.25493
C -1.56258 -0.65206 -2.28993
N -0.73738 -0.56376 -1.11373
C -1.50938 -0.60326 0.10397
C 3.75662 -2.39966 2.06957
H 6.18242 -3.16136 -0.16203
H 4.31952 -2.69466 -1.73203
H 1.29082 -1.78706 2.82227
H -0.88608 -1.17786 3.40287
H -3.22278 -0.40116 3.53577
H -4.47408 0.19324 1.50357
H -4.55238 0.34774 -1.05773
H -3.42858 -0.29946 -3.18003
H -1.04328 -0.94026 -3.18723
H 3.60642 -2.27906 3.13137
C -1.69468 2.63274 0.76237
Si -0.80128 2.41994 -0.90543
C -1.88108 2.82324 -2.42543
C 0.73722 3.55234 -0.80743
C 0.06372 0.70674 -1.15423
H -1.57218 3.64774 1.13087
H -1.29368 1.96284 1.51747
H -2.75908 2.43884 0.69687
H -2.13428 3.87944 -2.45153
H -2.81068 2.26164 -2.41403
H -1.36538 2.58664 -3.35353
H 0.44622 4.59464 -0.72703
H 1.38832 3.46364 -1.67193
H 1.32902 3.31574 0.07357
H 0.84312 0.64964 -0.38563
H 0.57402 0.72274 -2.11903

Löwdin atomic charge list, values in e, 5 entries:
1. Be 0.26
2. Br 0.73
3. C -0.68
4. C -0.10
5. C 0.01